#a
An isolated molecule of C4H6. Source: the Open Molecules 2025 dataset; level of theory: ωB97M-V/def2-TZVPD.

Computed properties:
2S+1: 1
SMILES: C#CCC
Molar mass, g/mol: 54.1
HOMO energy, eV: -9.788

XYZ file:
```
10
Properties=species:S:1:pos:R:3:mulliken_charge:R:1
C -2.30 -0.23 0.05 0.007
C -1.12 0.03 0.09 -0.562
C 0.22 0.54 -0.01 -0.258
C 1.33 -0.44 0.02 -0.850
H -3.33 -0.39 -0.22 0.396
H 0.14 1.17 0.89 0.238
H 0.34 1.05 -0.95 0.234
H 0.80 -1.38 -0.11 0.365
H 2.01 -0.11 -0.80 0.241
H 1.91 -0.24 1.05 0.189
```



#b
A structure of composition C4H6. Source: the Open Molecules 2025 dataset; level of theory: ωB97M-V/def2-TZVPD.

Computed properties:
2S+1: 1
Molar mass, g/mol: 54.1
HOMO energy, eV: -7.144

XYZ file:
```
10
Properties=species:S:1:pos:R:3:mulliken_charge:R:1
C 0.66 0.40 -1.35 -0.763
C 0.61 0.42 0.14 0.170
C 0.10 -0.34 1.10 -0.228
C -1.15 -0.46 0.47 -0.938
H -0.41 0.25 -1.93 0.253
H 0.94 1.42 -1.67 0.284
H 1.38 -0.35 -1.75 0.238
H 0.24 -0.53 2.22 0.282
H -1.67 -1.30 0.65 0.400
H -1.81 0.37 0.35 0.302
```



#c
An isolated molecule of C4H6. Source: the Open Molecules 2025 dataset; level of theory: ωB97M-V/def2-TZVPD.

Computed properties:
2S+1: 1
SMILES: CC#CC
Molar mass, g/mol: 54.1
HOMO energy, eV: -9.419

XYZ file:
```
10
Properties=species:S:1:pos:R:3:mulliken_charge:R:1
C 1.67 -0.41 -1.28 -0.739
C 0.53 0.01 -0.26 -0.060
C -0.34 0.31 0.52 0.142
C -1.79 0.28 1.12 -0.745
H 1.52 -1.50 -0.82 0.183
H 1.53 -0.48 -2.34 0.282
H 2.86 0.04 -1.23 0.219
H -1.69 0.76 2.11 0.246
H -2.49 0.81 0.23 0.213
H -2.11 -0.74 1.47 0.259
```



Energies relative to the most stable structure, in hartree: #a 0.0000; #b 0.1370; #c 0.0448.



#a
A cluster of 2 separate species, C4H9N2 in total. Source: the Open Molecules 2025 dataset; level of theory: ωB97M-V/def2-TZVPD.

Computed properties:
2S+1: 1
Molar mass, g/mol: 85.1
Total charge: +1
HOMO energy (spin up / spin down), eV: -15.120 / -11.887

XYZ file:
```
15
Properties=species:S:1:pos:R:3:mulliken_charge:R:1
C -1.54 0.27 -1.98 0.133
C -0.40 1.22 -2.20 -0.451
C 2.18 -0.20 2.18 -1.013
C -0.85 -0.83 0.86 -0.770
N -0.64 0.44 -1.07 0.429
N -0.18 0.13 0.04 -0.339
H -2.29 -0.44 -2.24 0.415
H 0.24 1.02 -3.03 0.266
H -0.22 2.34 -2.05 0.270
H 1.21 0.12 2.45 0.457
H 2.74 -0.91 2.73 0.295
H 2.70 0.14 1.34 0.284
H -1.12 -1.70 0.14 0.357
H -0.03 -1.22 1.48 0.348
H -1.80 -0.39 1.36 0.317
```



#b
A cluster of 2 separate species, C4H9N2 in total. Source: the Open Molecules 2025 dataset; level of theory: ωB97M-V/def2-TZVPD.

Computed properties:
2S+1: 1
Molar mass, g/mol: 85.1
Total charge: +1
HOMO energy (spin up / spin down), eV: -13.970 / -15.250

XYZ file:
```
15
Properties=species:S:1:pos:R:3:mulliken_charge:R:1
C 1.80 -0.73 0.82 -0.147
C 0.60 0.49 -1.07 -0.534
C -0.34 0.46 0.04 0.480
C -1.11 1.51 0.74 -1.082
N 0.92 -0.06 0.18 0.073
N -0.95 -1.91 -0.36 -0.468
H 2.53 -1.05 0.17 0.295
H 1.60 -1.23 1.70 0.345
H 0.66 -0.24 -1.95 0.233
H 0.94 1.49 -1.37 0.272
H -2.02 1.46 0.14 0.313
H -0.69 2.44 0.71 0.418
H -1.20 1.10 1.73 0.308
H -0.77 -1.71 -1.31 0.238
H -1.97 -2.01 -0.18 0.255
```



Energies relative to the most stable structure, in hartree: #a 0.0769; #b 0.0000.



#a
An isolated molecule of C3H6OS. Source: the Open Molecules 2025 dataset; level of theory: ωB97M-V/def2-TZVPD.

Computed properties:
2S+1: 1
SMILES: C/C=C/OS
Molar mass, g/mol: 90.1
HOMO energy, eV: -8.833

XYZ file:
```
11
Properties=species:S:1:pos:R:3:mulliken_charge:R:1
C -1.93 -0.09 -0.04 -1.049
C -0.60 0.27 0.49 -0.043
C 0.58 -0.07 -0.07 -0.194
O 1.78 0.50 0.28 -0.342
S 3.18 -0.40 0.34 -0.067
H -2.22 0.83 -0.60 0.263
H -1.95 -0.80 -0.89 0.318
H -2.60 -0.25 0.69 0.331
H -0.55 0.57 1.59 0.235
H 0.73 -0.58 -0.93 0.405
H 3.58 0.03 -0.85 0.143
```



#b
A cluster of 2 separate species, C3H6OS in total. Source: the Open Molecules 2025 dataset; level of theory: ωB97M-V/def2-TZVPD.

Computed properties:
2S+1: 1
Molar mass, g/mol: 90.1
HOMO energy, eV: -9.265

XYZ file:
```
11
Properties=species:S:1:pos:R:3:mulliken_charge:R:1
C -1.56 -0.75 -0.36 0.150
C -0.78 0.22 0.42 -0.375
C -1.83 -2.05 0.31 -0.974
O 1.59 3.05 -0.79 -0.642
S -2.39 0.84 0.28 -0.062
H -1.47 -0.77 -1.51 0.322
H 0.98 2.61 -0.16 0.349
H -2.89 -2.34 0.23 0.280
H -1.50 -1.97 1.39 0.326
H -1.22 -2.71 -0.22 0.319
H 1.04 3.48 -1.41 0.307
```



#c
An isolated molecule of C3H6OS. Source: the Open Molecules 2025 dataset; level of theory: ωB97M-V/def2-TZVPD.

Computed properties:
2S+1: 1
SMILES: OC[C@@H]1CS1
Molar mass, g/mol: 90.1
HOMO energy, eV: -8.998

XYZ file:
```
11
Properties=species:S:1:pos:R:3:mulliken_charge:R:1
O -0.53 0.50 -1.68 -0.529
C 0.23 0.80 -0.53 -0.292
C 0.46 -0.57 0.09 -0.107
C -0.33 -0.87 1.30 -0.676
S 1.51 -1.04 1.56 -0.149
H -0.81 1.26 -2.17 0.289
H -0.35 1.58 0.11 0.255
H 1.15 1.18 -0.91 0.251
H 0.35 -1.22 -0.75 0.397
H -0.67 0.08 1.64 0.238
H -1.00 -1.69 1.33 0.322
```



Energies relative to the most stable structure, in hartree: #a 0.0330; #b 0.0712; #c 0.0000.



#a
An isolated molecule of C3H7NO. Source: the Open Molecules 2025 dataset; level of theory: ωB97M-V/def2-TZVPD.

Computed properties:
2S+1: 1
SMILES: C/N=C/OC
Molar mass, g/mol: 73.1
HOMO energy, eV: -8.847

XYZ file:
```
12
Properties=species:S:1:pos:R:3:mulliken_charge:R:1
C 1.53 0.45 1.06 -0.817
N 0.76 0.64 -0.18 -0.507
C 0.42 -0.55 -0.45 0.077
O -0.81 -0.99 -0.67 -0.305
C -1.82 -0.01 -0.85 -0.631
H 1.22 -0.47 1.58 0.314
H 2.62 0.44 0.97 0.275
H 1.19 1.27 1.69 0.301
H 1.11 -1.41 -0.43 0.470
H -1.59 0.95 -0.37 0.356
H -1.89 0.12 -1.92 0.248
H -2.74 -0.44 -0.44 0.219
```



#b
An isolated molecule of C3H7NO. Source: the Open Molecules 2025 dataset; level of theory: ωB97M-V/def2-TZVPD.

Computed properties:
2S+1: 1
SMILES: CCC(N)=O
Molar mass, g/mol: 73.1
HOMO energy, eV: -9.873

XYZ file:
```
12
Properties=species:S:1:pos:R:3:mulliken_charge:R:1
C -1.46 -0.19 0.89 -1.003
C -0.29 0.50 0.18 -0.416
C 0.79 -0.46 -0.28 0.486
N 1.78 0.12 -1.03 -0.419
O 0.86 -1.63 0.05 -0.609
H -1.22 -1.22 1.13 0.313
H -1.74 0.34 1.80 0.281
H -2.32 -0.18 0.22 0.271
H 0.23 1.25 0.78 0.305
H -0.63 1.03 -0.72 0.317
H 1.60 0.97 -1.53 0.216
H 2.40 -0.54 -1.49 0.259
```



Energies relative to the most stable structure, in hartree: #a 0.0982; #b 0.0000.



#a
An isolated molecule of C3H7NO. Source: the Open Molecules 2025 dataset; level of theory: ωB97M-V/def2-TZVPD.

Computed properties:
2S+1: 1
SMILES: C=NOCC
Molar mass, g/mol: 73.1
HOMO energy, eV: -9.891

XYZ file:
```
12
Properties=species:S:1:pos:R:3:mulliken_charge:R:1
C 0.29 -1.69 -0.43 -0.403
N 1.07 -1.28 0.55 -0.270
O 0.92 -0.06 1.21 -0.176
C -0.16 0.67 0.90 -0.323
C -0.22 1.12 -0.55 -0.899
H 0.47 -2.69 -0.76 0.292
H -0.56 -1.19 -0.82 0.322
H -0.98 -0.06 1.13 0.329
H -0.18 1.56 1.60 0.299
H 0.51 1.96 -0.80 0.265
H 0.04 0.19 -1.14 0.255
H -1.20 1.45 -0.88 0.309
```



#b
A cluster of 2 separate species, C3H7NO in total. Source: the Open Molecules 2025 dataset; level of theory: ωB97M-V/def2-TZVPD.

Computed properties:
2S+1: 1
Molar mass, g/mol: 73.1
HOMO energy, eV: -8.829

XYZ file:
```
12
Properties=species:S:1:pos:R:3:mulliken_charge:R:1
C -1.31 0.10 -0.17 -0.833
N -0.22 -0.05 0.78 -0.241
C 1.04 -2.10 0.11 0.117
O 0.74 -2.07 -1.00 -0.172
C 0.97 0.77 0.61 -0.913
H -0.99 -0.23 -1.16 0.266
H -1.71 1.12 -0.25 0.306
H -2.13 -0.56 0.14 0.303
H -0.55 -0.02 1.73 0.218
H 0.78 1.85 0.54 0.317
H 1.52 0.47 -0.29 0.288
H 1.64 0.58 1.45 0.345
```



#c
A structure of composition C3H7NO. Source: the Open Molecules 2025 dataset; level of theory: ωB97M-V/def2-TZVPD.

Computed properties:
2S+1: 1
Molar mass, g/mol: 73.1
HOMO energy, eV: -9.609

XYZ file:
```
12
Properties=species:S:1:pos:R:3:mulliken_charge:R:1
O 2.24 0.64 -0.10 -0.568
C 1.10 0.62 -0.52 -0.239
C -0.01 -0.16 0.10 0.552
C -1.40 0.14 -0.36 -1.002
N 0.28 -0.53 1.46 -0.707
H 0.84 1.05 -1.48 0.432
H 0.62 -0.71 -0.71 0.007
H -2.08 -0.61 0.01 0.330
H -1.79 1.12 -0.11 0.263
H -1.46 0.01 -1.44 0.332
H 0.53 -1.52 1.47 0.277
H 1.14 -0.04 1.68 0.323
```



#d
A cluster of 2 separate species, C3H7NO in total. Source: the Open Molecules 2025 dataset; level of theory: ωB97M-V/def2-TZVPD.

Computed properties:
2S+1: 1
Molar mass, g/mol: 73.1
HOMO energy, eV: -9.063

XYZ file:
```
12
Properties=species:S:1:pos:R:3:mulliken_charge:R:1
C -1.57 1.05 0.90 -0.793
C 0.09 -1.68 -0.21 -0.456
N 0.95 -0.96 -0.92 0.017
C 1.84 -0.02 -0.31 0.025
O 1.88 0.22 0.86 -0.393
H -2.65 0.90 0.79 0.286
H -1.19 1.64 0.06 0.208
H -1.37 1.59 1.83 0.237
H -0.46 -2.28 -0.97 0.178
H -1.06 0.08 0.94 0.077
H 1.05 -1.00 -1.93 0.266
H 2.50 0.46 -1.05 0.348
```



Energies relative to the most stable structure, in hartree: #a 0.0897; #b 0.0000; #c 0.0287; #d 0.0723.



#a
An isolated molecule of C4H11NS2. Source: the Open Molecules 2025 dataset; level of theory: ωB97M-V/def2-TZVPD.

Computed properties:
2S+1: 1
SMILES: CCSSCCN
Molar mass, g/mol: 137.3
HOMO energy, eV: -8.870

XYZ file:
```
18
Properties=species:S:1:pos:R:3:mulliken_charge:R:1
C -1.05 -1.54 -2.69 -1.094
C 0.18 -1.13 -1.90 -0.375
S 0.34 0.62 -1.56 -0.111
S -1.19 1.04 -0.30 -0.101
C -0.51 0.68 1.36 -0.689
C 0.88 1.26 1.61 -0.353
N 1.21 1.43 3.02 -0.536
H -1.14 -2.61 -2.78 0.353
H -1.93 -1.22 -2.13 0.303
H -1.15 -1.10 -3.68 0.293
H 0.22 -1.73 -1.00 0.267
H 1.03 -1.37 -2.50 0.361
H -1.27 1.02 2.06 0.433
H -0.48 -0.41 1.43 0.287
H 1.59 0.65 1.06 0.292
H 0.88 2.23 1.09 0.206
H 2.00 0.88 3.30 0.241
H 0.40 1.32 3.61 0.223
```



#b
An isolated molecule of C4H11NS2. Source: the Open Molecules 2025 dataset; level of theory: ωB97M-V/def2-TZVPD.

Computed properties:
2S+1: 1
SMILES: CCSSCCN
Molar mass, g/mol: 137.3
HOMO energy, eV: -8.732

XYZ file:
```
18
Properties=species:S:1:pos:R:3:mulliken_charge:R:1
C -3.05 -1.42 0.62 -1.068
C -1.55 -1.25 0.73 -0.318
S -0.74 -0.88 -0.87 -0.122
S -0.53 1.17 -0.77 -0.073
C 1.00 1.40 0.16 -0.796
C 2.20 0.58 -0.26 -0.402
N 2.58 0.83 -1.66 -0.522
H -3.29 -2.28 -0.01 0.291
H -3.51 -1.59 1.59 0.342
H -3.57 -0.58 0.15 0.284
H -1.31 -0.41 1.37 0.251
H -1.11 -2.18 1.09 0.336
H 1.23 2.46 0.03 0.408
H 0.81 1.23 1.22 0.356
H 2.99 0.84 0.45 0.329
H 1.95 -0.48 -0.16 0.268
H 3.59 0.78 -1.74 0.227
H 2.31 1.77 -1.94 0.210
```



Energies relative to the most stable structure, in hartree: #a 0.0038; #b 0.0000.